{"formula": "C5H10N2", "method": "ωB97M-V/def2-TZVPD", "relative_energy_ev": 4.152, "orbital_gap_ha": 0.317, "e_lumo_ev": 0.89, "multiplicity": 1, "homo_energy_ev": -7.75, "e_tot_ha": -305.8713, "elements": ["C", "C", "C", "C", "C", "N", "N", "H", "H", "H", "H", "H", "H", "H", "H", "H", "H"], "positions_angstrom": [[-2.16720, 0.37599, -0.72019], [-1.27846, 0.31301, 0.29145], [0.64642, 0.16044, -1.36002], [1.05660, 0.89304, 1.04096], [0.18307, 0.20188, 0.02559], [0.84318, -2.00194, 1.19787], [0.29074, -1.70398, 0.19642], [-3.35612, 0.40859, -0.80848], [-1.52139, 0.55966, -1.62214], [-1.63226, 0.06029, 1.37295], [-0.11499, -0.20340, -2.04083], [0.80521, 1.23286, -1.72827], [1.60079, -0.39432, -1.31693], [0.63261, 1.89217, 1.24160], [2.05917, 1.00493, 0.70607], [1.21350, 0.16867, 1.94624], [0.73912, -2.96788, 1.57771]], "nbo_charge": [-0.39, -0.23, -0.65, -0.67, 0.09, -0.38, -0.08, 0.23, 0.18, 0.21, 0.22, 0.21, 0.23, 0.23, 0.22, 0.24, 0.33]}